1.
Molecular formula: C43H53BrN3O5PPbS3
Method: DFT, the ωB97M-V functional and the def2-TZVPD basis

Last column: Mulliken charge in e.
Atoms and positions in Å:
Pb (-0.20504, -0.20546, -0.50464)  2.164
O (2.32820, 5.10576, -2.69663)  -0.545
C (3.19682, 4.12171, -2.77648)  0.424
O (4.33321, 4.26757, -3.14209)  -0.578
C (2.73626, 2.74456, -2.38620)  0.226
C (3.59623, 1.67061, -2.43597)  -0.806
N (2.91263, 0.59299, -2.02904)  -0.019
N (1.64390, 0.88985, -1.72457)  0.387
C (1.51431, 2.19830, -1.93005)  -0.270
C (0.17153, 2.82613, -1.66362)  0.473
O (0.04572, 4.03910, -1.84879)  -0.914
O (-0.76307, 2.04978, -1.26178)  -0.083
H (1.43997, 4.79559, -2.38457)  0.488
H (4.63375, 1.64179, -2.73113)  0.581
H (3.23298, -0.35806, -1.97428)  0.079
C (6.39115, -1.36127, 4.01238)  -1.562
C (5.10068, -1.61968, 4.81928)  1.946
C (5.22934, -0.92913, 6.17714)  -2.006
C (4.94202, -3.13444, 5.04495)  -1.612
C (3.94171, -1.09456, 4.00451)  -0.274
C (3.66480, -1.68218, 2.73850)  -1.006
C (2.69807, -1.15179, 1.96646)  0.412
Br (2.27599, -1.96663, 0.28954)  -0.143
C (1.94054, 0.04450, 2.31283)  0.703
O (1.21608, 0.60434, 1.46719)  -0.974
C (2.12253, 0.53223, 3.67660)  -0.230
C (3.12364, -0.04288, 4.43383)  -0.350
C (1.28657, 1.64701, 4.31471)  2.044
C (0.63635, 1.08787, 5.59459)  -1.672
C (0.15634, 2.20787, 3.43851)  -2.179
C (2.22052, 2.81559, 4.68337)  -1.712
H (7.24805, -1.71982, 4.58385)  0.445
H (6.52551, -0.29409, 3.82418)  0.378
H (6.38253, -1.88307, 3.05321)  0.373
H (6.09302, -1.33674, 6.70156)  0.442
H (4.35149, -1.10216, 6.80511)  0.416
H (5.38596, 0.14675, 6.07223)  0.414
H (5.76392, -3.48845, 5.66787)  0.464
H (4.96823, -3.69713, 4.10985)  0.336
H (4.00374, -3.35770, 5.55816)  0.380
H (4.22139, -2.54570, 2.39812)  0.526
H (3.28159, 0.34530, 5.42918)  0.465
H (-0.04966, 0.26975, 5.35921)  0.359
H (0.06693, 1.88255, 6.07954)  0.476
H (1.37094, 0.72010, 6.31185)  0.342
H (-0.53112, 1.42446, 3.11087)  0.340
H (0.54303, 2.71791, 2.55701)  0.339
H (-0.40586, 2.92931, 4.03545)  0.626
H (2.96261, 2.52782, 5.42929)  0.322
H (1.62681, 3.63295, 5.09651)  0.485
H (2.74589, 3.18732, 3.80069)  0.388
C (-4.80074, 4.44185, -2.41628)  -0.689
C (-5.04473, 3.27467, -3.36040)  -0.815
S (-4.11938, 1.85096, -2.69020)  0.328
C (-5.38144, 0.99618, -1.68019)  -0.546
C (-5.17428, 1.21166, -0.17827)  -1.214
S (-3.39739, 1.10710, 0.23164)  0.264
C (-3.01298, 2.75917, 0.86526)  -0.524
C (-3.60480, 3.95797, 0.11980)  -1.095
S (-3.17624, 4.11750, -1.64043)  0.180
H (-5.55908, 4.52804, -1.64101)  0.311
H (-4.74216, 5.39071, -2.94843)  0.506
H (-4.61924, 3.45413, -4.34683)  0.411
H (-6.09772, 3.02822, -3.47746)  0.436
H (-5.26490, -0.05839, -1.93324)  0.196
H (-6.36454, 1.32642, -2.01224)  0.601
H (-5.68352, 0.44232, 0.39868)  0.533
H (-5.55614, 2.17764, 0.13813)  0.415
H (-1.92336, 2.77751, 0.82124)  -0.107
H (-3.32804, 2.82557, 1.90551)  0.634
H (-3.21505, 4.85657, 0.60141)  0.583
H (-4.68692, 3.98692, 0.19167)  0.534
C (-0.52432, -3.68623, -2.29086)  -1.819
P (-0.54862, -1.94131, -2.83912)  1.172
C (0.60043, -1.87949, -4.24882)  0.764
C (0.93467, -3.01556, -4.98445)  -0.708
C (1.72589, -2.89931, -6.11812)  -0.723
C (2.18554, -1.65463, -6.52797)  -0.586
C (1.86084, -0.51973, -5.79728)  -0.980
C (1.07792, -0.63253, -4.65731)  -0.393
C (-2.18492, -1.76179, -3.64076)  0.796
C (-3.26285, -2.55355, -3.24211)  -0.427
C (-4.49318, -2.43592, -3.87643)  -0.882
C (-4.66263, -1.51673, -4.90218)  -0.619
C (-3.59876, -0.71004, -5.28803)  -0.653
C (-2.36874, -0.82596, -4.65864)  -0.749
H (-0.97526, -4.33880, -3.03739)  0.563
H (-1.06829, -3.78773, -1.35117)  0.338
H (0.50973, -3.98513, -2.11553)  0.491
H (0.58250, -3.99471, -4.68497)  0.361
H (1.97483, -3.78397, -6.69012)  0.436
H (2.79723, -1.56967, -7.41707)  0.416
H (2.21282, 0.45262, -6.11872)  0.497
H (0.83401, 0.25322, -4.08103)  0.525
H (-3.14651, -3.28409, -2.44866)  0.403
H (-5.31433, -3.07880, -3.58430)  0.473
H (-5.61826, -1.43790, -5.40510)  0.437
H (-3.72416, -0.00041, -6.09667)  0.503
H (-1.54344, -0.20449, -4.98287)  0.329
C (-2.58386, -4.28195, 2.40485)  -0.423
C (-1.43455, -3.66509, 2.87287)  -0.906
C (-0.98837, -2.52121, 2.23031)  -0.213
N (-1.59610, -1.99851, 1.16231)  0.248
C (-2.70830, -2.59752, 0.72586)  -0.216
C (-3.24029, -3.73118, 1.31414)  -0.894
H (-2.95908, -5.17968, 2.87808)  0.431
H (-0.88190, -4.06589, 3.71202)  0.483
H (-0.10596, -1.99910, 2.58885)  0.368
H (-3.18601, -2.13971, -0.13894)  0.437
H (-4.14380, -4.17662, 0.91863)  0.467

Values from the calculation:
frontier orbital gap (alpha / beta) = 6.13 / 5.56 eV
relative energy (zero: lowest compared OMol25 entry of this formula, charge and spin) = 0.0000 eV
total charge = +2
HOMO energy (alpha / beta) = -12.94 / -12.83 eV

2.
Molecular formula: C43H54BFO21
Method: DFT, the ωB97M-V functional and the def2-TZVPD basis

Last column: Mulliken charge in e.
Atoms and positions in Å:
C (1.99385, 1.25197, 7.41903)  -1.305
C (2.91986, 1.22055, 6.21832)  0.730
C (4.18799, 0.64545, 6.21479)  -0.624
C (4.94816, 0.68614, 5.07722)  -0.776
C (4.49456, 1.25562, 3.89786)  -0.429
C (3.23326, 1.81237, 3.88235)  -0.347
C (2.58010, 2.44001, 2.65927)  0.218
C (1.35138, 1.70134, 2.16482)  0.890
C (0.31981, 2.35160, 1.62535)  1.055
C (0.21260, 3.86052, 1.44456)  -2.160
C (1.26541, 4.50544, 0.52499)  1.000
C (1.59478, 3.67034, -0.71725)  -1.240
F (0.75968, 5.73173, 0.07419)  -0.442
C (-0.87059, 1.56376, 1.11275)  -0.559
O (-2.01603, 1.96780, 1.21630)  -0.663
C (-0.50854, 0.22474, 0.49551)  0.346
C (-1.19987, -0.29256, -0.58789)  0.112
C (-2.37334, 0.43877, -1.19575)  -1.015
C (-3.67621, 0.00798, -0.42065)  -0.822
C (-4.82298, 1.04016, -0.52299)  -0.251
O (-5.89068, 0.56587, 0.31842)  -0.582
C (-0.76326, -1.50877, -1.08739)  -0.726
C (0.30258, -2.18603, -0.54380)  0.626
C (0.63731, -3.52149, -1.20078)  -1.030
C (0.16604, -4.74581, -0.33982)  -0.629
C (1.31296, -5.56518, 0.28361)  -0.385
O (1.08090, -6.97217, 0.17712)  -0.567
C (1.00975, -1.66884, 0.54552)  0.092
C (2.20601, -2.39508, 1.12003)  -0.767
B (3.44492, -2.48369, 0.10639)  0.671
O (3.31099, -1.84856, -1.09494)  -0.575
O (4.60619, -3.19865, 0.41433)  -0.548
C (0.56848, -0.45815, 1.05611)  0.892
C (1.23218, 0.19229, 2.25950)  0.101
O (1.59282, -0.45093, 3.22741)  -0.808
C (2.47494, 1.78351, 5.03995)  -0.043
H (1.32431, 0.38214, 7.44171)  0.097
H (1.32581, 2.11308, 7.26797)  0.372
H (2.50427, 1.42429, 8.37070)  0.453
H (4.55327, 0.16905, 7.12213)  0.451
H (5.94570, 0.24773, 5.04816)  0.364
H (5.10575, 1.27340, 2.99709)  0.624
H (3.27663, 2.55699, 1.82251)  -0.518
H (2.31708, 3.46686, 2.94927)  0.423
H (-0.75984, 4.08788, 0.98619)  0.454
H (0.16729, 4.32433, 2.44150)  0.395
H (2.20909, 4.70850, 1.03877)  0.228
H (0.66712, 3.36905, -1.22370)  0.314
H (2.19204, 2.78552, -0.48939)  0.139
H (2.20469, 4.30019, -1.37355)  0.447
H (-2.47408, 0.19048, -2.25755)  0.395
H (-2.29553, 1.52613, -1.10844)  0.486
H (-3.98727, -0.94255, -0.88046)  0.328
H (-3.38370, -0.18038, 0.61991)  0.738
H (-4.51859, 2.04251, -0.20001)  0.370
H (-5.20861, 1.06085, -1.54750)  0.070
H (-5.52265, -0.07702, 0.93162)  0.365
H (-1.32259, -1.92717, -1.92375)  0.498
H (1.68390, -3.60598, -1.50300)  0.376
H (0.05041, -3.58802, -2.12524)  0.446
H (-0.49747, -4.39628, 0.45961)  0.313
H (-0.42598, -5.42971, -0.95886)  0.459
H (1.32141, -5.33877, 1.36413)  0.377
H (2.31270, -5.28124, -0.07981)  0.107
H (1.41093, -7.36700, 0.98894)  0.372
H (1.91984, -3.41128, 1.41653)  -0.384
H (2.60382, -1.92196, 2.02495)  0.319
H (4.03548, -2.06678, -1.69563)  0.252
H (5.03158, -2.73649, 1.14823)  0.308
H (1.47651, 2.22666, 5.02262)  0.213
C (-1.13246, -0.98531, 4.95998)  0.134
C (-2.07043, -1.98285, 5.59468)  -0.411
O (-1.42019, -2.27515, 6.83333)  -0.363
C (-0.62044, -1.22276, 7.13938)  0.609
O (-0.07234, -1.07931, 8.18606)  -0.562
O (-0.53261, -0.35957, 6.09826)  -0.269
H (-1.64894, -0.25268, 4.34192)  0.221
H (-0.35113, -1.46018, 4.36702)  0.004
H (-3.05528, -1.55984, 5.80470)  0.257
H (-2.19281, -2.88453, 4.99886)  0.327
C (-3.05056, 3.29704, -5.33801)  -0.376
C (-2.89562, 2.24167, -6.40377)  -0.264
O (-3.17391, 1.03530, -5.68581)  -0.248
C (-3.93116, 1.36174, -4.61470)  0.529
O (-4.46757, 0.56655, -3.90773)  -0.433
O (-4.00040, 2.70089, -4.44834)  -0.326
H (-3.42390, 4.24079, -5.72847)  0.307
H (-2.12342, 3.48002, -4.79205)  0.254
H (-3.62422, 2.34714, -7.21054)  0.271
H (-1.89629, 2.21713, -6.82965)  0.281
C (-7.17041, -1.82043, -1.70313)  -0.084
C (-6.31230, -2.11896, -2.90795)  0.036
O (-7.13611, -3.01630, -3.66066)  -0.403
C (-8.42641, -2.79366, -3.29942)  0.587
O (-9.36846, -3.25525, -3.85679)  -0.531
O (-8.49582, -1.97509, -2.21953)  -0.359
H (-7.01550, -0.81572, -1.31675)  0.224
H (-7.02155, -2.53951, -0.89368)  0.170
H (-6.11166, -1.23184, -3.51001)  0.113
H (-5.36583, -2.58806, -2.64637)  0.259
C (7.41221, 2.33817, 0.13458)  -0.341
C (7.68087, 3.81004, -0.06618)  -0.383
O (6.38102, 4.32307, -0.36830)  -0.351
C (5.46948, 3.47266, 0.15619)  0.437
O (4.30266, 3.69490, 0.22622)  -0.376
O (6.05824, 2.33194, 0.59412)  -0.232
H (8.07324, 1.88401, 0.86913)  0.314
H (7.47139, 1.76995, -0.79578)  0.270
H (8.05044, 4.29634, 0.83851)  0.282
H (8.37396, 4.00549, -0.88087)  0.309
C (-0.97471, -2.41518, -7.04350)  -0.320
C (-0.95160, -1.54077, -8.27420)  -0.345
O (-0.95067, -0.22446, -7.71781)  -0.337
C (-0.44706, -0.30835, -6.45957)  0.677
O (-0.15870, 0.62946, -5.78937)  -0.522
O (-0.31690, -1.59948, -6.07091)  -0.275
H (-0.44518, -3.35478, -7.18305)  0.299
H (-1.98864, -2.62650, -6.69859)  0.265
H (-0.04428, -1.67423, -8.86677)  0.270
H (-1.81749, -1.69062, -8.91483)  0.310

Values from the calculation:
frontier orbital gap = 8.14 eV
HOMO energy = -8.66 eV